Below is a cluster of 4 separate species, C18H38ClF9O13P4 in total in a non-equilibrium geometry, with properties calculated with the ωB97M-V functional and the def2-TZVPD basis.

XYZ file:
```
83
Properties=species:S:1:pos:R:3
C 1.25 2.78 -5.88
O 2.07 2.76 -4.71
C 1.42 3.28 -3.58
P 0.03 2.17 -3.02
C -1.27 3.20 -2.19
C -2.73 2.80 -2.51
C -2.93 1.41 -3.12
Cl -3.63 2.80 -0.92
C 0.72 1.08 -1.62
F 1.39 0.07 -2.18
F -0.35 0.52 -1.05
C 1.59 1.80 -0.57
F 1.32 3.10 -0.50
F 2.84 1.66 -0.96
C 1.51 1.22 0.87
F 1.44 -0.08 0.85
F 2.66 1.52 1.47
C 0.41 1.82 1.77
F 0.80 2.96 2.25
F 0.18 1.00 2.75
F -0.73 2.03 1.14
H 0.62 3.67 -5.92
H 0.65 1.87 -5.89
H 1.91 2.72 -6.73
H 1.04 4.28 -3.82
H 2.18 3.42 -2.82
H -1.15 3.23 -1.11
H -1.13 4.23 -2.53
H -3.24 3.51 -3.14
H -3.94 1.09 -2.85
H -2.93 1.46 -4.20
H -2.26 0.65 -2.74
C -3.60 2.01 4.26
O -3.75 0.94 5.20
P -3.33 1.19 6.71
O -3.27 2.59 7.13
O -1.97 0.38 6.88
C -0.90 0.67 5.98
O -4.36 0.28 7.49
C -4.32 0.34 8.92
H -3.21 1.59 3.33
H -4.58 2.45 4.06
H -2.92 2.78 4.61
H -0.86 1.73 5.74
H -1.03 0.09 5.07
H 0.03 0.38 6.45
H -4.71 1.30 9.26
H -3.30 0.20 9.29
H -4.95 -0.46 9.30
C 3.23 -3.64 7.24
O 3.83 -3.15 6.04
P 2.92 -2.43 4.96
O 1.66 -1.89 5.46
O 2.78 -3.48 3.78
C 2.29 -4.78 4.09
O 3.92 -1.37 4.35
C 3.37 -0.47 3.38
H 3.65 -4.62 7.46
H 3.46 -2.96 8.06
H 2.15 -3.73 7.15
H 1.51 -4.74 4.85
H 3.11 -5.41 4.43
H 1.86 -5.21 3.18
H 2.71 0.24 3.89
H 2.82 -1.00 2.61
H 4.19 0.08 2.92
C -0.70 -1.05 -9.58
O -0.84 -1.37 -8.19
P 0.36 -2.08 -7.44
O 1.67 -1.93 -8.06
O -0.12 -3.58 -7.23
C -0.53 -4.32 -8.38
O 0.22 -1.48 -5.99
C 1.23 -1.84 -5.03
H -1.63 -1.30 -10.08
H -0.50 0.01 -9.69
H 0.11 -1.61 -10.05
H 0.09 -4.08 -9.25
H -1.57 -4.11 -8.60
H -0.42 -5.38 -8.16
H 2.17 -1.35 -5.28
H 1.37 -2.93 -5.02
H 0.91 -1.51 -4.05
```

Results
**Multiplicity**: 1
**Energy**: -120040.9708 eV
**Net charge**: 0
**SMILES**: COCP(C[C@@H](C)Cl)C(F)(F)C(F)(F)C(F)(F)C(F)(F)F.COP(=O)(OC)OC.COP(=O)(OC)OC.COP(=O)(OC)OC
**HOMO-LUMO gap**: 9.82 eV